<w>
# C4H12S

2 unconnected molecules or ions with the total composition C4H12S (ωB97M-V/def2-TZVPD, OMol25).

Cartesian coordinates (Å):
C -0.131 2.196 -0.523
C 0.811 2.345 -1.738
H 0.394 2.098 0.427
H -0.812 3.042 -0.436
H -0.727 1.286 -0.592
H 0.477 3.116 -2.432
H 0.825 1.410 -2.287
H 1.796 2.614 -1.361
C 0.073 -0.560 1.843
C -1.295 -1.863 -0.150
S 0.364 -1.234 0.255
H -0.499 -1.300 2.406
H 0.965 -0.237 2.376
H -0.500 0.383 1.907
H -1.326 -2.905 -0.469
H -1.618 -1.409 -1.101
H -2.040 -1.571 0.583

Summary:
2S+1: 1
HOMO level: -8.41 eV
SMILES string: CSC.CC

***

<x>
# C4H12S

2 unconnected molecules or ions with the total composition C4H12S (ωB97M-V/def2-TZVPD, OMol25).

Cartesian coordinates (Å):
C -0.348 -0.235 1.923
C 2.008 -0.170 0.192
S 1.262 -0.864 1.675
H -0.518 0.727 1.426
H -0.490 0.136 2.941
H 3.087 -0.081 0.394
H 1.899 -0.831 -0.669
H 1.882 0.825 -0.230
H -1.073 -0.998 1.660
C -1.362 1.111 -3.055
C -2.431 0.719 -1.974
H -1.409 0.440 -3.924
H -1.579 2.110 -3.407
H -0.394 0.805 -2.659
H -1.917 0.313 -1.101
H -2.953 -0.189 -2.289
H -3.049 1.601 -1.865

Summary:
2S+1: 1
HOMO level: -8.46 eV
SMILES string: CSC.CC

***

The structure with the greatest stability is <w>.